# 1
7
Properties=species:S:1:pos:R:3:forces:R:3:lowdin_charge:R:1 method="wB97M-V/def2-TZVPD" e_lumo_ha=-0.0184 charge=0 fmax_ev_per_a=2.72 smiles="ClC1(Cl)C2=N[C@H]21" homo_lumo_gap_ev=9.365 homo_energy_ev=-9.867 de_lowest_ev=3.876 multiplicity=1
C -0.100835 0.544557 0.690103 -1.289 -1.158 -1.304 -0.2116
C -0.181284 -0.183207 -0.583415 -2.102 0.779 0.603 -1.1123
C 1.048931 -0.788852 0.452796 -0.207 -0.952 -0.396 0.0108
N 1.180169 0.340039 1.049350 2.592 0.439 0.677 0.0238
Cl 0.638741 0.369100 -1.988986 0.438 0.279 -0.261 0.6583
Cl -1.825220 -0.836803 -1.164449 1.650 0.281 1.147 0.5078
H -0.760501 0.555165 1.544601 -1.082 0.333 -0.466 0.1231

# 2
8
Properties=species:S:1:pos:R:3:forces:R:3:lowdin_charge:R:1 method="wB97M-V/def2-TZVPD" e_lumo_ha=-0.0408 charge=0 fmax_ev_per_a=2.51 smiles="N#CC(=O)C(Cl)Cl" homo_lumo_gap_ev=10.330 homo_energy_ev=-11.440 de_lowest_ev=0.000 multiplicity=1
C -0.732409 -0.539112 -0.363145 0.678 0.143 0.405 -1.0338
C 0.000257 0.360403 0.684405 -2.021 -1.400 -0.483 -0.5033
C 1.298187 0.818279 0.262057 2.032 1.174 0.404 -0.1640
H -1.675203 -0.878668 0.034209 -0.207 0.142 0.130 0.0637
N 2.360431 1.254534 0.123642 -1.053 -0.531 -0.150 0.2183
O -0.518131 0.589207 1.740105 0.597 0.247 -0.257 0.1561
Cl -0.991824 0.383478 -1.836113 -0.021 0.059 -0.055 0.6409
Cl 0.258691 -1.988121 -0.645161 -0.006 0.167 0.007 0.6221

# 3
12
Properties=species:S:1:pos:R:3:forces:R:3:lowdin_charge:R:1 method="wB97M-V/def2-TZVPD" e_lumo_ha="-0.1020 / -0.1021" charge=0 fmax_ev_per_a=4.68 homo_lumo_gap_ev="7.584 / 7.579" homo_energy_ev="-10.361 / -10.358" de_lowest_ev=1.837 multiplicity=1
C -0.355154 0.101602 0.177447 -1.591 -1.072 -1.996 -0.4576
C 0.509975 -0.422972 1.268901 1.199 0.094 0.023 -0.7742
C 0.395507 0.376473 -1.129506 0.241 0.513 -1.399 -0.6925
F 1.015450 0.608043 1.974982 0.267 0.235 -0.200 0.1492
F 1.525937 -1.119351 0.745465 -0.118 0.186 1.048 0.1496
F -0.169534 -1.141392 2.100750 -0.676 -1.032 1.073 0.1685
F 1.108927 -0.661811 -1.493980 0.083 0.077 -0.673 0.1258
F -0.425280 0.725909 -2.141567 -0.372 -0.438 0.537 0.1236
F 1.245352 1.422515 -1.041335 -0.150 -0.071 0.917 0.1542
S -1.756838 0.994571 0.609512 1.675 -1.812 3.973 1.0516
Cl -1.021375 -2.290059 -0.570061 0.225 2.083 0.655 0.1520
H -2.072966 1.406472 -0.500609 -0.783 1.238 -3.956 -0.1503

# 4
8
Properties=species:S:1:pos:R:3:forces:R:3:lowdin_charge:R:1 method="wB97M-V/def2-TZVPD" e_lumo_ha=0.0237 charge=0 fmax_ev_per_a=5.10 smiles=C#COC(F)(F)F homo_lumo_gap_ev=11.905 homo_energy_ev=-11.262 de_lowest_ev=2.374 multiplicity=1
C -0.243415 1.598128 1.362411 0.974 -0.742 -1.388 0.1640
C 0.365015 1.019755 0.528395 1.569 -3.942 -2.822 -0.0561
C 0.124921 -0.908077 -0.769959 -2.507 -2.125 -2.207 -0.7117
O 0.964122 0.012948 -0.310506 -0.495 2.987 2.425 0.1256
F -0.605820 -0.441398 -1.845292 1.170 -0.041 0.543 0.1249
F -0.800181 -1.381283 0.036501 -0.596 0.762 1.712 0.1806
F 0.741705 -2.047949 -1.144698 1.093 1.413 -0.393 0.1632
H -0.546347 2.147875 2.143147 -1.209 1.687 2.131 0.0094

# 5
14
Properties=species:S:1:pos:R:3:forces:R:3:lowdin_charge:R:1 method="wB97M-V/def2-TZVPD" e_lumo_ha=-0.0153 charge=0 fmax_ev_per_a=1.89 smiles="[O-][N+](OO)=C(C(F)(F)F)C(F)(F)F" homo_lumo_gap_ev=10.297 homo_energy_ev=-10.714 de_lowest_ev=3.089 multiplicity=1
C 0.579962 -0.891761 1.865658 0.284 0.051 -0.188 0.0291
C 0.369006 -0.608267 3.317523 -0.787 0.260 0.973 -0.5744
C 1.829566 -1.658113 1.642008 0.729 -0.722 -0.887 -0.5955
N -0.263393 -0.317632 1.036569 0.521 -0.323 0.589 -0.1769
O -1.178318 0.369510 1.362398 -0.970 0.815 -0.406 0.1380
O -0.081219 -0.684712 -0.323565 1.449 -0.974 -0.271 -0.0338
O -0.663890 0.176659 -1.261057 -1.420 -0.986 0.769 0.0607
F 1.228712 -1.239437 4.119317 -0.119 0.032 0.016 0.1666
F -0.868912 -0.974198 3.709097 0.167 0.139 -0.058 0.1575
F 0.531087 0.688564 3.578757 -0.241 0.531 -0.020 0.1739
F 2.899333 -0.995109 2.060837 0.652 1.183 -0.138 0.1776
F 2.084183 -2.064948 0.389880 -0.436 0.241 0.076 0.1663
F 1.813290 -2.726176 2.424976 -0.403 -1.521 -0.196 0.1670
H -1.453680 -0.406225 -1.430943 0.574 1.274 -0.259 0.1439

# 6
8
Properties=species:S:1:pos:R:3:forces:R:3:lowdin_charge:R:1 method="wB97M-V/def2-TZVPD" e_lumo_ha=-0.1540 charge=+1 fmax_ev_per_a=2.94 homo_lumo_gap_ev=9.229 homo_energy_ev=-13.419 de_lowest_ev=1.722 multiplicity=1
H 1.465283 -0.198390 -1.308384 -0.035 2.043 1.355 0.2286
O -0.537227 -1.187842 0.114702 -0.548 0.056 -0.412 -0.0287
O 0.005665 0.891668 -0.009549 0.319 0.849 0.140 0.0605
C 0.764186 -1.287895 -0.099937 0.442 -0.880 1.388 0.1002
C 1.212965 0.112733 -0.164539 0.069 -2.387 -1.720 -0.3729
C -0.995338 0.131798 0.204576 -0.539 0.009 -0.106 -0.0667
F 2.179407 0.527182 0.629519 0.049 0.392 -0.625 0.1511
K -4.094938 1.010746 0.633614 0.243 -0.082 -0.018 0.9278

# 7
11
Properties=species:S:1:pos:R:3:forces:R:3:lowdin_charge:R:1 method="wB97M-V/def2-TZVPD" e_lumo_ha=0.1303 charge=-1 fmax_ev_per_a=3.58 smiles=Oc1c(F)nc2[n-]nnn12 homo_lumo_gap_ev=7.377 homo_energy_ev=-3.831 de_lowest_ev=0.650 multiplicity=1
C 0.847341 1.287291 0.015897 0.845 1.041 -0.193 -0.3615
C 1.146748 0.036763 -0.452673 -2.314 -2.708 0.376 -0.0926
C -1.138740 0.480265 0.211114 1.693 -0.737 1.176 -0.4779
N -0.389164 1.608923 0.348765 -0.178 0.501 -0.189 0.1029
N -1.338599 -1.626791 -0.237072 2.165 -2.335 -1.230 -0.0921
N -2.365684 0.097532 0.568251 -0.290 0.895 -0.956 -0.0007
N -2.443690 -1.191616 0.177230 -0.553 0.853 0.991 -0.1379
N -0.425477 -0.627868 -0.190383 1.397 3.183 -0.253 0.0184
O 2.251178 -0.832869 -0.488366 -0.968 2.427 -1.328 0.0015
F 1.837055 2.312783 -0.017302 -1.522 -1.723 0.281 -0.0172
H 2.019027 -1.544412 0.064540 -0.276 -1.395 1.325 0.0571

# 8
8
Properties=species:S:1:pos:R:3:forces:R:3:lowdin_charge:R:1 method="wB97M-V/def2-TZVPD" e_lumo_ha=0.0038 charge=0 fmax_ev_per_a=5.05 smiles="O=C=CF.O=C=O" homo_lumo_gap_ev=9.559 homo_energy_ev=-9.456 de_lowest_ev=0.616 multiplicity=1
C 1.604943 -1.833557 -0.042730 0.009 -0.100 0.343 -0.5056
C -0.250685 1.048058 -0.262763 0.389 -0.385 -0.427 -0.1465
C -1.508149 1.072440 0.131576 1.626 0.854 0.266 -0.1145
O 1.417582 -1.799496 -1.145872 -0.758 0.161 -4.992 0.2381
O 0.853751 1.017360 -0.617220 -0.244 0.125 0.087 0.1939
O 1.766295 -1.894034 1.065974 0.769 -0.133 4.628 0.2453
F -1.714159 2.099464 1.023447 -0.916 -0.567 -0.173 -0.0143
H -2.169579 0.289766 -0.152413 -0.875 0.047 0.268 0.1036

# 9
8
Properties=species:S:1:pos:R:3:forces:R:3:lowdin_charge:R:1 method="wB97M-V/def2-TZVPD" e_lumo_ha=0.0017 charge=0 fmax_ev_per_a=7.67 smiles="O=c1oc(I)cs1" homo_lumo_gap_ev=8.337 homo_energy_ev=-8.289 de_lowest_ev=1.134 multiplicity=1
C 0.594323 1.103116 0.007663 -7.002 -3.133 -0.030 -0.4135
C -0.828680 0.444512 0.002140 6.511 3.914 0.065 -0.8587
C 0.462367 -1.435083 -0.000205 1.794 -0.032 -0.076 -0.7529
O 0.680157 -2.604574 -0.036382 -0.229 -0.007 0.067 0.0792
O -0.755601 -0.886982 0.016845 -1.398 -0.349 -0.024 -0.0628
S 1.734596 -0.158170 0.018654 -0.054 -0.567 -0.009 1.0264
I -2.653184 1.384344 -0.003207 0.250 -0.227 0.001 0.9411
H 0.766022 2.152835 -0.005505 0.129 0.399 0.006 0.0411

# 10
12
Properties=species:S:1:pos:R:3:forces:R:3:lowdin_charge:R:1 method="wB97M-V/def2-TZVPD" e_lumo_ha="-0.0332 / -0.0812" charge=0 fmax_ev_per_a=3.71 homo_lumo_gap_ev="8.607 / 6.293" homo_energy_ev="-9.510 / -8.502" de_lowest_ev=4.589 multiplicity=1
C -0.540166 -1.664259 0.717364 1.253 0.625 -1.247 0.0498
C -0.235068 -1.014992 -0.633055 -1.715 -0.713 1.228 -0.2490
C 0.558406 0.809924 -0.083385 2.034 0.514 -1.228 -0.3834
N 0.843086 -0.195500 -1.026291 0.762 0.235 -0.968 0.1444
N 1.677951 0.097598 0.295946 0.744 -2.633 1.277 0.0293
O -3.233529 0.984257 0.250350 -0.171 0.167 0.314 -0.1555
O -1.670779 -1.054300 1.140284 -0.543 0.568 -0.154 -0.1378
O -1.408541 -0.352553 -1.138778 0.079 -0.360 0.192 -0.0829
O -0.479049 1.246224 0.494922 -3.520 0.307 1.138 0.0118
O 2.897024 0.696814 0.089494 -0.970 2.725 -0.045 0.0248
P -1.994390 0.265143 0.207310 2.200 0.075 -0.301 0.6432
H 3.585053 0.181649 -0.314161 -0.155 -1.510 -0.207 0.1051

# 11
8
Properties=species:S:1:pos:R:3:forces:R:3:lowdin_charge:R:1 method="wB97M-V/def2-TZVPD" e_lumo_ha=-0.0081 charge=0 fmax_ev_per_a=8.85 smiles=N#Cc1conn1 homo_lumo_gap_ev=10.991 homo_energy_ev=-11.211 de_lowest_ev=2.214 multiplicity=1
C -0.898763 1.549947 -0.218099 -5.454 2.711 0.962 -0.0796
C -0.052604 0.258445 -0.089793 -1.345 4.659 0.748 -0.2848
C 0.031312 -1.000183 -0.496212 -3.888 -2.556 -1.493 -0.0644
H -0.888604 -1.540736 -1.105021 3.323 0.931 1.628 0.2029
N -1.760788 2.430453 -0.065262 6.333 -6.036 -1.313 0.1230
N 1.602215 -0.577833 0.900979 1.423 0.199 2.782 0.0209
N 0.934644 0.473716 0.839246 1.131 -0.483 -0.783 0.0780
O 1.032588 -1.593808 0.234162 -1.523 0.575 -2.530 0.0041

# 12
8
Properties=species:S:1:pos:R:3:forces:R:3:lowdin_charge:R:1 method="wB97M-V/def2-TZVPD" e_lumo_ha="-0.0726 / -0.0725" charge=0 fmax_ev_per_a=4.66 smiles=N#CC1(C#N)NO1 homo_lumo_gap_ev="9.253 / 9.251" homo_energy_ev="-11.229 / -11.223" de_lowest_ev=3.330 multiplicity=1
C -0.000069 -1.353148 -0.034071 -0.152 -0.100 -0.245 -0.1510
C 1.453332 0.611558 0.211728 -0.226 0.109 -0.201 -0.1317
C 0.236777 0.031729 -0.247690 -3.795 2.375 1.287 -0.3081
N -0.238297 -2.459937 0.135371 -0.015 -0.451 0.060 0.2065
N 2.441729 1.058764 0.573292 0.442 0.179 0.153 0.2138
N -1.253057 1.014806 0.178751 3.196 -1.070 0.206 0.1737
O -0.613333 0.750136 -1.078822 0.380 -0.481 -0.928 -0.0898
H -2.027084 0.346094 0.261444 0.170 -0.562 -0.332 0.0866

# 13
9
Properties=species:S:1:pos:R:3:forces:R:3:lowdin_charge:R:1 method="wB97M-V/def2-TZVPD" e_lumo_ha=-0.0455 charge=0 fmax_ev_per_a=12.17 homo_lumo_gap_ev=9.154 homo_energy_ev=-10.393 de_lowest_ev=7.711 multiplicity=1
C 0.693273 -1.356048 -0.347320 -1.790 -2.878 -2.027 -0.1906
C -1.037756 0.783883 -2.172863 1.624 -5.944 1.234 -0.1389
C 1.213723 -0.061126 -0.179559 2.740 -11.515 2.843 -0.2215
N 0.480302 -2.497553 -0.466198 0.337 2.120 0.439 0.1947
N -1.081612 1.706211 -1.314177 -5.460 -0.887 -2.096 0.0316
N 1.065930 1.077942 -0.120993 -2.254 10.495 -1.030 0.1607
O 0.127740 1.847828 -0.906484 6.186 3.972 2.394 -0.1334
O -0.732701 -0.369602 -2.369881 -1.776 3.762 -1.380 0.1359
H 2.019452 -0.387713 0.527703 0.393 0.875 -0.377 0.1615

# 14
9
Properties=species:S:1:pos:R:3:forces:R:3:lowdin_charge:R:1 method="wB97M-V/def2-TZVPD" e_lumo_ha=-0.0329 charge=0 fmax_ev_per_a=2.73 homo_lumo_gap_ev=8.847 homo_energy_ev=-9.743 de_lowest_ev=2.183 multiplicity=1
C 0.748484 -1.378532 0.046829 -0.617 0.478 -1.276 -0.2867
C -0.179549 -1.082613 -1.380495 -0.404 -1.000 -0.234 -0.2507
C 0.213031 0.392208 -1.119812 0.148 0.241 1.686 0.0190
N -1.185431 2.042410 1.437364 1.466 -0.892 -0.906 0.0263
N 0.646076 0.163497 0.133131 -0.728 1.933 -1.779 0.0150
N -1.952796 2.574916 1.971924 -1.586 1.062 1.041 0.0510
O 1.663379 -2.033639 0.331135 0.414 -0.655 0.713 0.1507
O -0.835073 -1.702389 -2.164132 1.467 1.207 1.808 0.1387
H 0.881880 1.024142 0.744055 -0.161 -2.374 -1.053 0.1367

# 15
11
Properties=species:S:1:pos:R:3:forces:R:3:lowdin_charge:R:1 method="wB97M-V/def2-TZVPD" e_lumo_ha=-0.0666 charge=0 fmax_ev_per_a=4.73 homo_lumo_gap_ev=7.202 homo_energy_ev=-9.016 de_lowest_ev=0.000 multiplicity=1
C 0.986324 -0.939451 0.104890 -1.423 -1.844 -0.338 -0.2246
C -0.015411 -0.754864 -1.097025 1.701 -2.127 -0.220 -0.3950
C 1.115391 0.462518 0.428766 0.707 1.819 2.715 -0.1884
N -1.439641 0.624236 0.384722 -1.265 0.506 1.009 0.0046
N -1.109395 -0.016806 -0.776784 0.888 -0.510 -0.874 0.0794
N -0.538551 0.843426 1.251986 1.378 -1.401 -4.305 -0.6467
O 1.288738 -1.976934 0.651682 -0.070 1.823 -0.799 0.1930
O 0.257344 -1.258814 -2.171514 -0.885 0.742 0.769 0.1239
O 1.818038 1.363538 0.219305 -0.381 -0.216 -0.009 0.2398
S -0.624363 1.682223 2.578856 -0.005 0.538 1.360 0.6418
H -1.738473 -0.029071 -1.574884 -0.645 0.671 0.692 0.1721

# 16
9
Properties=species:S:1:pos:R:3:forces:R:3:lowdin_charge:R:1 method="wB97M-V/def2-TZVPD" e_lumo_ha=-0.0740 charge=0 fmax_ev_per_a=6.61 smiles=N#Cc1cnnnn1 homo_lumo_gap_ev=8.622 homo_energy_ev=-10.634 de_lowest_ev=1.428 multiplicity=1
C -1.948781 -0.401576 0.013479 -4.748 1.814 0.066 -0.1272
C -0.496517 -0.413526 0.249542 3.086 0.823 -1.839 -0.1839
C 0.151044 0.849915 0.136562 1.100 -1.776 -1.083 -0.0152
H -0.413073 1.715831 -0.018874 -0.794 1.266 0.168 0.0907
N -3.091767 -0.036451 -0.164275 6.137 -2.277 0.882 0.1646
N 1.530387 1.026608 -0.095701 -3.586 0.244 1.772 0.0646
N 2.213621 -0.038319 -0.031413 1.318 0.907 -0.933 -0.0369
N 1.645402 -1.195909 -0.120579 0.212 -3.379 0.963 -0.0517
N 0.409682 -1.506576 0.031256 -2.725 2.378 0.003 0.0950

# 17
6
Properties=species:S:1:pos:R:3:forces:R:3:lowdin_charge:R:1 method="wB97M-V/def2-TZVPD" e_lumo_ha=-0.0263 charge=0 fmax_ev_per_a=3.86 homo_lumo_gap_ev=7.558 homo_energy_ev=-8.273 de_lowest_ev=6.124 multiplicity=1
C -1.205601 -1.358125 0.067296 0.171 -0.931 -0.139 0.0344
C -1.173056 1.521387 0.071249 -1.573 1.054 0.074 0.2113
C 0.732001 0.036425 0.018251 1.505 -3.555 -0.040 -0.2448
N -0.055919 -1.083306 -0.013242 -0.719 -0.227 0.309 -0.0720
O -0.123131 1.037030 0.011806 2.105 1.722 -0.274 -0.0696
H 1.825704 -0.153410 -0.155361 -1.489 1.937 0.069 0.1406

| no. | total energy (hartree) |
| --- | --- |
| 1 | -1089.87943 |
| 2 | -1165.26243 |
| 3 | -1572.43088 |
| 4 | -489.65000 |
| 5 | -994.38011 |
| 6 | -964.80500 |
| 7 | -563.75720 |
| 8 | -440.46248 |
| 9 | -961.22613 |
| 10 | -941.68585 |
| 11 | -354.28567 |
| 12 | -354.24466 |
| 13 | -429.36912 |
| 14 | -429.57225 |
| 15 | -902.92694 |
| 16 | -388.52976 |
| 17 | -244.63597 |